DFT (ωB97M-V with the def2-TZVPD basis set) results for 8 unconnected molecules or ions with the total composition C27H58O21S5.

Last column: Löwdin charge in e.
Positions of all 111 atoms, in Å:
1 C 6.8055 2.6768 3.6089  -0.066
2 C 5.6730 2.9161 2.6442  -0.264
3 O 5.3940 1.6666 1.9785  -0.265
4 S 4.0907 1.6786 1.0802  0.563
5 C 4.1747 -0.0023 0.5083  -0.085
6 O 2.9416 1.9430 1.8890  -0.281
7 O 4.3291 2.5365 -0.0436  -0.280
8 H 6.4367 2.0511 4.4273  0.082
9 H 7.2029 3.5957 4.0323  0.083
10 H 7.6218 2.1538 3.1149  0.083
11 H 4.7829 3.3983 3.0419  0.121
12 H 6.0672 3.6070 1.8862  0.123
13 H 3.9766 0.0299 -0.5585  0.044
14 H 3.4744 -0.6318 1.0460  0.065
15 H 5.2112 -0.2772 0.6883  0.076
16 C -1.1786 -6.9771 2.7451  -0.052
17 C -1.7796 -5.8263 3.5588  -0.252
18 O -2.3099 -4.7514 2.7886  -0.265
19 S -3.6787 -4.9788 2.0230  0.563
20 C -4.0712 -3.2846 1.7064  -0.114
21 O -3.3598 -5.6283 0.7926  -0.275
22 O -4.6526 -5.4939 2.9268  -0.265
23 H -1.2659 -7.8876 3.3329  0.081
24 H -0.1267 -6.7819 2.5287  0.075
25 H -1.6549 -7.0802 1.7731  0.062
26 H -2.4847 -6.2096 4.3022  0.121
27 H -1.0032 -5.4260 4.2119  0.094
28 H -3.2213 -2.9115 1.1538  0.029
29 H -4.1402 -2.8333 2.6978  0.084
30 H -5.0912 -3.2425 1.3393  0.081
31 C 0.4158 -1.7434 3.8031  -0.054
32 C 0.8758 -2.0708 5.2182  -0.264
33 O 1.4589 -3.3799 5.2333  -0.253
34 S 1.0229 -4.3992 6.3674  0.537
35 C 1.7840 -3.7172 7.8064  -0.116
36 O -0.3962 -4.3427 6.4810  -0.270
37 O 1.7049 -5.5974 6.0613  -0.254
38 H 0.3448 -0.6608 3.6940  0.089
39 H -0.5568 -2.1937 3.6108  0.072
40 H 1.1506 -2.1179 3.0924  0.074
41 H 1.6573 -1.3407 5.4554  0.121
42 H 0.0820 -1.9484 5.9526  0.118
43 H 1.2048 -2.8797 8.1874  0.072
44 H 2.7818 -3.3829 7.5377  0.077
45 H 1.8213 -4.5315 8.5255  0.076
46 C -0.6198 -2.7649 0.6804  -0.070
47 C 0.3037 -1.8285 -0.0510  -0.259
48 O -0.4365 -0.7496 -0.6315  -0.240
49 S 0.3195 0.2199 -1.6462  0.577
50 C 0.6129 1.5603 -0.5406  -0.090
51 O 1.5477 -0.3960 -2.0382  -0.274
52 O -0.6832 0.6685 -2.5569  -0.264
53 H -0.0630 -3.5046 1.2555  0.088
54 H -1.2644 -3.3768 0.0447  0.089
55 H -1.2563 -2.1860 1.3514  0.069
56 H 1.0459 -1.3939 0.6310  0.104
57 H 0.8992 -2.4057 -0.7622  0.122
58 H 1.1235 1.1365 0.3197  0.055
59 H -0.3067 2.1096 -0.3889  0.062
60 H 1.3460 2.1799 -1.0665  0.078
61 C -2.0622 4.3804 1.7153  -0.059
62 C -2.8664 4.7187 0.4663  -0.250
63 O -2.4448 6.0283 0.0021  -0.251
64 S -3.2714 6.6102 -1.1925  0.523
65 C -4.5974 7.3936 -0.3322  -0.123
66 O -2.4806 7.6210 -1.7723  -0.251
67 O -3.7529 5.5351 -1.9889  -0.273
68 H -1.9142 5.2306 2.3759  0.082
69 H -1.0996 3.9812 1.3939  0.072
70 H -2.5812 3.5879 2.2497  0.070
71 H -2.6934 4.0081 -0.3326  0.095
72 H -3.9108 4.7701 0.7871  0.120
73 H -5.0697 8.1715 -0.9216  0.074
74 H -4.1267 7.8298 0.5497  0.074
75 H -5.3424 6.6819 0.0178  0.068
76 O -2.9283 0.5782 -8.7673  0.116
77 C -1.9869 0.7027 -8.0421  -0.489
78 C -0.5645 1.1254 -8.4088  -0.071
79 C 0.2103 0.6845 -7.1573  -0.150
80 C -0.8333 0.8944 -6.0899  -0.153
81 O -2.0565 0.4174 -6.7120  0.015
82 H -0.3387 0.5974 -9.3323  0.123
83 H -0.4993 2.1987 -8.5893  0.126
84 H 0.4205 -0.3748 -7.3128  0.125
85 H 1.1393 1.2159 -6.9693  0.104
86 H -0.6778 0.3094 -5.1870  0.106
87 H -0.9679 1.9389 -5.7994  0.132
88 O -2.5010 1.3474 0.9009  0.102
89 C -3.2855 0.8525 0.1379  -0.476
90 C -3.7421 1.3862 -1.2028  -0.061
91 C -4.7341 0.3460 -1.7235  -0.122
92 C -4.5655 -0.8522 -0.7627  -0.138
93 O -3.8439 -0.3450 0.3708  0.012
94 H -4.1442 2.3920 -1.0882  0.118
95 H -2.8883 1.4626 -1.8755  0.110
96 H -5.7740 0.6668 -1.7327  0.113
97 H -4.4930 0.0827 -2.7516  0.116
98 H -5.5366 -1.1298 -0.3597  0.119
99 H -4.0688 -1.6903 -1.2447  0.127
100 O 3.8433 -0.4160 -6.7907  0.132
101 C 4.0304 0.1168 -5.7391  -0.480
102 C 5.0814 -0.1339 -4.6866  -0.075
103 C 4.3547 0.2608 -3.4118  -0.159
104 C 3.4314 1.3959 -3.9033  -0.130
105 O 3.2893 1.1776 -5.3198  0.010
106 H 5.5330 -1.1230 -4.6833  0.125
107 H 5.9291 0.5265 -4.8981  0.134
108 H 3.8389 -0.5632 -2.9250  0.094
109 H 5.0459 0.6841 -2.6783  0.108
110 H 2.4507 1.4006 -3.4338  0.098
111 H 3.9614 2.3269 -3.7010  0.128

The energy above the lowest of the compared OMol25 structures with the same formula, charge and spin is 0.0000 eV. Its calculated total energy is -4634.50991 a.u. As for the SMILES: CCOS(C)(=O)=O.CCOS(C)(=O)=O.CCOS(C)(=O)=O.CCOS(C)(=O)=O.CCOS(C)(=O)=O.O=C1CCCO1.O=C1CCCO1.O=C1CCCO1. Its charge is 0. The frontier orbital gap comes out at 9.61 eV.

DFT (ωB97M-V with the def2-TZVPD basis set) results for a molecular structure, C27H58O3P2SSiSr.

Last column: Löwdin charge in e.
Positions of all 93 atoms, in Å:
1 P 0.2069 -1.7179 -6.3147  0.838
2 P 0.2269 1.3173 -6.2076  0.836
3 C -0.1218 -0.8534 -7.9362  -0.442
4 C 0.4304 0.5654 -7.9097  -0.442
5 H -1.2062 -0.8526 -8.0958  0.075
6 H 0.3291 -1.4473 -8.7424  0.072
7 H 1.4995 0.5752 -8.1536  0.074
8 H -0.0782 1.2060 -8.6429  0.073
9 C -1.3974 2.1073 -6.5924  -0.295
10 H -1.6371 2.8380 -5.8126  0.037
11 H -2.1909 1.3513 -6.6254  0.038
12 H -1.3340 2.6146 -7.5648  0.035
13 C 1.2786 2.7843 -6.5557  -0.316
14 H 0.9517 3.2755 -7.4819  0.038
15 H 2.3228 2.4649 -6.6586  0.034
16 H 1.2033 3.4851 -5.7162  0.034
17 C -0.8630 -3.1645 -6.6602  -0.311
18 H -0.7134 -3.9149 -5.8754  0.036
19 H -0.6102 -3.5892 -7.6404  0.038
20 H -1.9116 -2.8443 -6.6533  0.034
21 C 1.8037 -2.4646 -6.8531  -0.288
22 H 2.5922 -1.7037 -6.8769  0.038
23 H 1.6765 -2.8934 -7.8560  0.036
24 H 2.0913 -3.2537 -6.1510  0.038
25 Sr 0.4380 -0.4879 1.4830  1.231
26 C 0.7097 1.3665 -2.1216  -0.129
27 C -0.6224 1.3037 -2.2155  -0.106
28 C -1.4197 0.3822 -3.0774  -0.213
29 C -1.7812 -1.0130 -2.4954  -0.177
30 C -0.6689 -1.8241 -1.9151  -0.127
31 C 0.6371 -1.7706 -2.1907  -0.113
32 C 1.3015 -0.9166 -3.2231  -0.241
33 C 1.7265 0.5000 -2.7752  -0.200
34 C 0.4648 -3.0764 1.7615  -0.339
35 H 1.1396 2.1615 -1.5062  0.102
36 H -1.2294 2.0227 -1.6440  0.110
37 H -0.9292 0.2729 -4.0558  0.027
38 H -2.3829 0.8808 -3.2715  0.111
39 H -2.5496 -0.8818 -1.7193  0.109
40 H -2.2704 -1.5890 -3.2981  0.115
41 H -1.0085 -2.5749 -1.1916  0.103
42 H 1.3139 -2.4421 -1.6461  0.104
43 H 0.6868 -0.8671 -4.1327  -0.028
44 H 2.2219 -1.4381 -3.5213  0.110
45 H 2.5765 0.3979 -2.0748  0.109
46 H 2.1323 1.0221 -3.6587  0.100
47 H 0.9992 -3.1159 2.7213  -0.078
48 H 1.0240 -3.6205 0.9913  -0.091
49 H -0.5327 -3.5166 1.8899  -0.095
50 C -2.2950 -2.7588 4.3101  -0.027
51 C -2.3354 -1.2351 4.2230  -0.626
52 C -3.3666 -0.7416 3.2141  -0.023
53 C -2.6472 -0.7196 5.6155  -0.046
54 O -1.0168 -0.7919 3.7853  -0.254
55 Si -0.1677 0.6191 4.1741  -0.212
56 S -0.3571 1.9652 2.6856  0.280
57 O -0.3072 1.0359 5.7589  -0.155
58 C -0.6780 2.3450 6.2910  -0.635
59 C -1.9064 2.9222 5.6042  -0.066
60 C -0.9847 2.0796 7.7686  -0.026
61 C 0.4632 3.3245 6.0760  -0.050
62 O 1.2589 -0.2464 3.8452  -0.339
63 C 2.6853 0.0941 3.8675  -0.623
64 C 3.0999 0.6186 2.4791  -0.074
65 C 2.9451 1.1139 4.9659  -0.032
66 C 3.3610 -1.2433 4.1729  -0.023
67 H -3.2934 -3.1246 4.5901  0.089
68 H -1.5910 -3.0828 5.0898  0.098
69 H -2.0119 -3.2330 3.3625  0.065
70 H -4.3679 -1.0285 3.5626  0.091
71 H -3.3251 0.3497 3.1162  0.083
72 H -3.2056 -1.1920 2.2252  0.088
73 H -1.8689 -1.0091 6.3329  0.100
74 H -2.7967 0.3656 5.6307  0.057
75 H -3.5954 -1.1726 5.9502  0.099
76 H -2.7838 2.2723 5.7090  0.076
77 H -2.1210 3.8850 6.0876  0.095
78 H -1.7216 3.1070 4.5440  0.017
79 H -0.1105 1.6493 8.2848  0.091
80 H -1.2561 3.0093 8.2864  0.088
81 H -1.8298 1.3814 7.8625  0.084
82 H 1.3849 2.9903 6.5644  0.083
83 H 0.6287 3.4828 5.0087  0.058
84 H 0.1813 4.2879 6.5240  0.094
85 H 2.4862 1.4771 2.1588  0.057
86 H 4.1387 0.9624 2.5419  0.097
87 H 3.1027 -0.1831 1.7098  0.071
88 H 2.5246 0.7696 5.9200  0.098
89 H 4.0303 1.2460 5.1034  0.098
90 H 2.5290 2.0886 4.6977  0.075
91 H 3.0551 -1.6026 5.1659  0.099
92 H 3.0857 -2.0113 3.4342  0.082
93 H 4.4546 -1.1270 4.1638  0.092

The energy above the lowest of the compared OMol25 structures with the same formula, charge and spin is 0.0000 eV. Its calculated total energy is -2690.51612 a.u. Its charge is 0. The frontier orbital gap comes out at 6.61 eV.

- What is the formula in the first record?
  C27H58O21S5